No. 1
# C41H56F9N3O29

14 unconnected molecules or ions with the total composition C41H56F9N3O29 (ωB97M-V/def2-TZVPD, the OMol25 dataset).

ORCA input file:
```
! RIJCOSX wB97M-V def2-TZVPD def2/J DEFGRID3
* xyz 0 1
C -4.209 0.903 -2.150
O -4.681 2.079 -1.548
H -3.677 0.260 -1.480
H -5.035 0.280 -2.548
H -3.504 1.071 -2.966
H -4.877 1.846 -0.651
C -4.749 0.157 1.884
O -5.784 0.503 0.946
H -3.831 0.051 1.303
H -4.626 0.976 2.537
H -5.082 -0.780 2.384
H -6.409 1.111 1.385
C 2.832 -2.063 -3.105
C 2.713 -0.598 -3.533
O 2.933 -0.712 -4.899
C 3.546 -1.903 -5.213
O 3.956 -2.174 -6.271
O 3.545 -2.686 -4.161
F 3.728 0.213 -2.968
H 1.776 -2.364 -3.098
H 3.340 -2.154 -2.143
H 1.773 -0.118 -3.252
C -0.790 0.658 0.164
C 0.137 0.062 -0.825
O 0.456 -1.151 -0.232
C 0.301 -1.048 1.117
O 0.710 -1.892 1.892
O -0.390 0.079 1.385
F 1.273 0.897 -0.805
H -1.793 0.271 -0.060
H -0.738 1.745 0.276
H -0.139 -0.008 -1.878
C 2.678 3.456 -2.279
C 3.019 4.079 -0.862
O 3.583 5.342 -1.217
C 3.745 5.463 -2.555
O 4.148 6.439 -3.047
O 3.305 4.347 -3.202
F 3.996 3.373 -0.193
H 1.584 3.418 -2.384
H 3.026 2.445 -2.469
H 2.161 4.161 -0.184
C 1.528 2.378 -5.509
C 0.336 2.595 -6.514
O -0.816 2.259 -5.730
C -0.429 1.864 -4.519
O -1.211 1.444 -3.689
O 0.906 1.859 -4.334
F 0.271 1.717 -7.530
H 2.076 3.268 -5.173
H 2.231 1.633 -5.882
H 0.205 3.558 -7.022
C 0.240 -4.673 2.927
C -0.025 -5.949 3.672
O 0.616 -5.870 4.874
C 1.209 -4.628 4.967
O 1.808 -4.353 5.938
O 0.905 -3.856 3.884
F 0.544 -7.035 3.019
H -0.551 -4.058 2.516
H 0.903 -4.935 2.053
H -1.079 -6.098 3.758
C -4.058 -5.484 0.397
C -3.607 -5.489 1.919
O -3.255 -4.135 2.098
C -3.047 -3.460 0.937
O -2.567 -2.405 0.906
O -3.447 -4.219 -0.068
F -2.526 -6.298 2.117
H -5.120 -5.283 0.391
H -3.751 -6.408 -0.079
H -4.337 -5.830 2.652
C -2.358 4.356 -2.931
C -1.666 4.756 -1.616
O -0.557 5.479 -2.068
C -0.388 5.327 -3.424
O 0.501 5.780 -3.989
O -1.405 4.657 -3.952
F -1.314 3.631 -0.865
H -3.290 4.934 -3.190
H -2.466 3.285 -2.905
H -2.234 5.397 -0.950
C -0.638 -0.464 4.477
C -0.106 -0.899 5.808
O -1.234 -0.880 6.583
C -2.167 -0.036 6.049
O -3.145 0.311 6.635
O -1.807 0.324 4.775
F 0.830 -0.055 6.348
H -0.933 -1.372 3.916
H 0.096 0.130 3.882
H 0.302 -1.889 5.803
C 3.074 0.979 3.368
C 3.870 2.268 3.068
O 2.893 3.098 2.492
C 1.704 2.559 2.426
O 0.732 3.024 1.923
O 1.741 1.357 3.057
F 4.851 2.036 2.074
H 2.989 0.545 4.326
H 3.379 0.219 2.638
H 4.463 2.773 3.775
C -2.649 -4.450 -4.943
C -2.706 -4.165 -3.482
C -2.886 -2.690 -3.215
C -1.664 -2.005 -3.648
N -0.636 -1.571 -3.975
H -3.524 -4.066 -5.486
H -2.606 -5.554 -5.119
H -1.764 -3.969 -5.395
H -1.783 -4.542 -3.050
H -3.483 -4.763 -2.986
H -3.019 -2.426 -2.171
H -3.712 -2.256 -3.818
C -2.569 3.031 2.846
C -1.888 3.515 4.104
C -2.843 3.577 5.295
C -2.264 4.179 6.498
N -1.854 4.572 7.499
H -1.855 3.060 2.039
H -3.344 3.680 2.459
H -2.943 2.000 2.892
H -1.454 4.535 3.953
H -1.068 2.890 4.353
H -3.220 2.594 5.552
H -3.775 4.166 5.099
C 4.894 -1.228 -0.133
C 6.099 -1.372 0.837
C 7.237 -2.258 0.300
C 7.965 -1.584 -0.795
N 8.688 -1.109 -1.562
H 4.094 -0.661 0.311
H 4.543 -2.194 -0.494
H 5.269 -0.692 -0.982
H 5.792 -1.843 1.750
H 6.502 -0.407 1.017
H 6.797 -3.185 -0.124
H 8.002 -2.581 0.969
*
```

## Properties
Energy (eV): -131730.404



No. 2
# C34H31AsF5IrO3PS2

A molecular structure, C34H31AsF5IrO3PS2 (ωB97M-V/def2-TZVPD, the OMol25 dataset).

ORCA input file:
```
! RIJCOSX wB97M-V def2-TZVPD def2/J DEFGRID3
* xyz 2 2
Ir 0.014 2.261 0.003
C -0.591 2.846 4.931
C -0.479 3.337 3.519
C -1.560 3.272 2.665
C -1.462 3.758 1.353
C -0.253 4.310 0.894
C 0.857 4.387 1.790
C 0.741 3.896 3.057
H -1.225 1.963 4.989
H -1.046 3.619 5.554
H 0.385 2.615 5.352
H -2.498 2.860 3.014
H -2.335 3.799 0.717
H -0.252 4.958 0.029
H 1.781 4.839 1.454
H 1.587 3.941 3.730
O 3.383 1.787 -0.339
S 2.369 0.864 0.050
O 1.245 0.716 -0.963
O 1.638 1.184 1.308
C 3.081 -0.723 0.298
C 4.457 -0.786 0.391
C 5.068 -2.002 0.694
C 4.300 -3.132 0.898
C 2.913 -3.064 0.797
C 2.291 -1.861 0.482
P 0.505 -1.873 0.315
C -0.240 -2.650 1.704
C 0.134 -2.159 2.968
C -0.415 -2.717 4.104
C -1.345 -3.747 3.990
C -1.722 -4.231 2.742
C -1.179 -3.686 1.595
C 0.003 -2.505 -1.253
C 0.951 -2.890 -2.208
C 0.527 -3.355 -3.441
C -0.831 -3.408 -3.736
C -1.775 -2.993 -2.803
C -1.363 -2.536 -1.564
H 5.043 0.111 0.242
H 6.145 -2.054 0.776
H 4.772 -4.075 1.135
H 2.321 -3.957 0.955
H 0.846 -1.347 3.048
H -0.126 -2.354 5.080
H -1.774 -4.181 4.883
H -2.431 -5.044 2.668
H -1.455 -4.085 0.628
H 2.008 -2.861 -1.975
H 1.254 -3.688 -4.169
H -1.155 -3.777 -4.700
H -2.829 -3.035 -3.040
H -2.095 -2.205 -0.840
C -0.650 0.562 -3.776
As 0.307 2.206 -3.612
C 2.168 1.809 -3.818
C -0.206 3.326 -5.072
S -0.110 3.469 -1.893
H -0.248 0.080 -4.667
H -1.713 0.760 -3.897
H -0.475 -0.060 -2.903
H 2.330 1.525 -4.858
H 2.434 0.993 -3.152
H 2.754 2.691 -3.572
H -0.082 2.765 -5.998
H 0.423 4.213 -5.088
H -1.248 3.612 -4.944
F -0.996 0.554 2.231
C -1.923 0.543 1.253
C -1.699 1.289 0.094
C -2.689 1.186 -0.878
F -2.606 1.846 -2.043
C -3.830 0.412 -0.698
F -4.741 0.344 -1.661
C -4.022 -0.293 0.477
F -5.106 -1.036 0.649
C -3.052 -0.228 1.464
F -3.201 -0.913 2.595
*
```

## Properties
Expectation value of S²: 0.76
Energy (eV): -150109.694
Energy above the lowest of the compared OMol25 structures with the same formula, charge and spin (kcal/mol): 55.8



No. 3
# C44H36CoN4O5S3

A molecular structure, C44H36CoN4O5S3 (ωB97M-V/def2-TZVPD, the OMol25 dataset).

ORCA input file:
```
! RIJCOSX wB97M-V def2-TZVPD def2/J DEFGRID3
* xyz -2 4
Co -0.878 -0.335 1.051
O -1.203 -0.921 -1.102
C -1.060 -2.342 -1.244
C -0.087 -2.869 -0.109
O 0.161 -4.069 -0.063
O 0.280 -1.955 0.688
C -0.525 -2.739 -2.615
C -0.331 -4.090 -2.922
C 0.252 -4.465 -4.122
C 0.643 -3.502 -5.048
C 0.422 -2.166 -4.766
C -0.163 -1.787 -3.560
C -2.448 -2.904 -0.938
C -3.286 -3.405 -1.926
C -4.553 -3.886 -1.611
C -5.003 -3.869 -0.300
C -4.175 -3.364 0.697
C -2.910 -2.893 0.380
H -0.420 -0.440 -1.477
H -0.616 -4.840 -2.198
H 0.420 -5.516 -4.325
H 1.120 -3.794 -5.976
H 0.718 -1.401 -5.474
H -0.329 -0.733 -3.376
H -2.952 -3.411 -2.955
H -5.186 -4.280 -2.398
H -5.985 -4.255 -0.053
H -4.505 -3.350 1.730
H -2.273 -2.522 1.181
S -0.105 2.016 -2.214
C 1.275 1.623 -3.232
C 1.402 2.343 -4.427
C 2.409 2.125 -5.361
C 2.433 2.881 -6.586
N 2.436 3.487 -7.566
C 3.374 1.147 -5.084
C 3.288 0.428 -3.904
C 2.258 0.597 -2.950
S 2.261 -0.477 -1.582
C 4.449 0.878 -6.007
N 5.318 0.657 -6.731
H 0.659 3.104 -4.634
H 4.033 -0.330 -3.700
O 0.452 1.280 0.838
S 1.635 1.812 0.049
C 1.651 3.569 0.619
C 2.712 4.388 0.258
C 2.753 5.701 0.698
C 1.725 6.206 1.491
C 0.647 5.396 1.815
C 0.609 4.077 1.374
C 3.033 1.449 1.173
C 2.852 1.391 2.545
C 3.934 1.135 3.374
C 5.196 0.936 2.826
C 5.371 0.994 1.449
C 4.286 1.246 0.618
H 3.508 3.991 -0.364
H 3.589 6.335 0.428
H 1.762 7.232 1.837
H -0.166 5.794 2.414
H -0.225 3.428 1.600
H 1.860 1.550 2.952
H 3.793 1.081 4.448
H 6.041 0.730 3.473
H 6.349 0.822 1.017
H 4.399 1.260 -0.460
C -1.308 -2.854 4.075
C -0.719 -1.453 3.891
C 0.790 -1.564 3.702
C -1.012 -0.603 5.133
O -1.362 -0.847 2.803
H -0.973 -3.318 5.008
H -1.005 -3.487 3.237
H -2.401 -2.787 4.083
H 1.261 -1.968 4.605
H 1.214 -0.581 3.499
H 1.025 -2.205 2.853
H -0.582 -1.042 6.039
H -2.095 -0.502 5.263
H -0.590 0.398 4.990
N -7.314 2.160 3.034
C -6.280 1.899 2.611
C -4.972 1.568 2.076
C -4.853 0.736 0.977
C -3.582 0.461 0.494
N -2.477 0.939 1.061
C -2.601 1.746 2.110
C -3.826 2.098 2.647
H -5.723 0.310 0.500
H -3.435 -0.157 -0.384
H -1.676 2.115 2.533
H -3.885 2.762 3.497
*
```

## Properties
Expectation value of S²: 3.76
Energy (eV): -132545.716
Energy above the lowest of the compared OMol25 structures with the same formula, charge and spin (kcal/mol): 33.7



No. 4
# C46H65BCl3CrN13S3Se

A molecular structure, C46H65BCl3CrN13S3Se (ωB97M-V/def2-TZVPD, the OMol25 dataset).

ORCA input file:
```
! RIJCOSX wB97M-V def2-TZVPD def2/J DEFGRID3
* xyz 3 4
Cr 0.210 0.312 -0.173
C 3.894 2.679 2.540
C 2.468 2.430 2.914
C 1.651 3.441 3.350
C 0.318 3.180 3.714
N -0.190 1.983 3.539
N 0.598 0.988 3.120
B -0.273 -0.295 2.983
N 0.144 -1.524 2.220
N 0.264 -1.625 3.562
C 0.775 -2.662 4.159
C 1.098 -3.752 3.288
C 0.962 -3.688 1.935
C 1.316 -4.820 1.033
C 0.495 -2.445 1.333
S 0.410 -2.143 -0.313
C 1.003 -2.670 5.648
C 2.452 -3.123 5.898
C 0.793 -1.270 6.222
C 0.018 -3.668 6.278
N -1.758 -0.054 3.079
N -2.110 -0.033 4.396
C -3.364 0.124 4.691
C -4.337 0.240 3.655
C -3.991 0.211 2.346
C -5.011 0.315 1.256
C -2.591 0.081 2.036
S -2.148 0.099 0.375
C -3.788 0.183 6.147
C -4.821 -0.925 6.406
C -4.422 1.560 6.398
C -2.600 -0.008 7.086
C 1.910 1.129 2.874
S 2.958 -0.252 2.622
C -0.605 4.197 4.367
C -0.662 3.842 5.863
C -0.073 5.620 4.198
C -2.010 4.090 3.765
H 4.134 3.734 2.651
H 4.081 2.391 1.503
H 4.569 2.092 3.165
H 2.043 4.447 3.426
H 1.477 -4.661 3.737
H 1.569 -5.713 1.598
H 2.166 -4.536 0.407
H 0.488 -5.041 0.357
H 3.168 -2.493 5.366
H 2.618 -4.161 5.609
H 2.664 -3.045 6.964
H 1.555 -0.576 5.851
H 0.889 -1.310 7.307
H -0.193 -0.869 5.984
H 0.159 -4.679 5.892
H -1.017 -3.370 6.104
H 0.187 -3.699 7.355
H -5.379 0.345 3.928
H -6.012 0.334 1.682
H -4.932 -0.529 0.570
H -4.862 1.220 0.663
H -5.734 -0.794 5.824
H -5.106 -0.912 7.458
H -4.408 -1.912 6.184
H -5.297 1.736 5.769
H -3.703 2.364 6.221
H -4.750 1.623 7.435
H -2.212 -1.028 7.036
H -2.925 0.173 8.110
H -1.785 0.680 6.859
H 0.318 3.938 6.335
H -1.020 2.821 6.008
H -1.346 4.522 6.372
H 0.866 5.778 4.732
H -0.795 6.323 4.612
H 0.076 5.873 3.146
H -2.415 3.083 3.867
H -2.008 4.355 2.705
H -2.676 4.782 4.283
Cl 4.280 -2.002 -0.553
C 4.451 -0.375 0.131
Cl 4.813 0.792 -1.135
Cl 5.741 -0.385 1.326
C 3.064 -0.017 0.738
N 2.073 0.263 0.085
N -1.079 6.758 0.141
C -1.172 5.433 0.103
N -2.370 4.864 -0.093
N -0.050 4.737 0.290
C -0.025 3.458 0.151
N 0.067 2.305 0.031
H -1.872 7.362 0.008
H -0.164 7.172 0.206
H -3.201 5.409 -0.245
H -2.460 3.861 -0.073
C -4.752 -2.779 -4.643
C -3.484 -2.002 -4.977
C -2.413 -2.093 -3.891
C -2.737 -1.318 -2.619
N -2.709 0.140 -2.839
C -1.609 0.899 -2.918
Se 0.158 0.302 -2.619
N -1.956 2.154 -3.248
C -1.060 3.244 -3.661
C -1.061 3.434 -5.176
C -0.475 2.260 -5.958
C 1.043 2.163 -5.849
C -3.342 2.213 -3.358
C -4.197 3.270 -3.667
C -5.547 2.987 -3.682
C -6.032 1.696 -3.408
C -5.184 0.649 -3.111
C -3.821 0.938 -3.092
H -5.491 -2.687 -5.438
H -5.227 -2.434 -3.720
H -4.535 -3.841 -4.516
H -3.724 -0.952 -5.177
H -3.063 -2.386 -5.906
H -1.451 -1.741 -4.272
H -2.264 -3.137 -3.603
H -2.030 -1.541 -1.823
H -3.734 -1.548 -2.245
H -0.068 3.008 -3.279
H -1.414 4.148 -3.161
H -0.481 4.335 -5.388
H -2.082 3.640 -5.506
H -0.753 2.376 -7.007
H -0.947 1.323 -5.638
H 1.512 3.087 -6.191
H 1.430 1.353 -6.467
H 1.377 1.979 -4.826
H -3.826 4.256 -3.913
H -6.250 3.770 -3.931
H -7.098 1.517 -3.448
H -5.563 -0.346 -2.929
*
```

## Properties
Expectation value of S²: 3.87
Energy (eV): -232628.086
Energy above the lowest of the compared OMol25 structures with the same formula, charge and spin (kcal/mol): 36.8



No. 5
# C4H8O2

A molecular structure, C4H8O2 (ωB97M-V/def2-TZVPD, the OMol25 dataset).

ORCA input file:
```
! RIJCOSX wB97M-V def2-TZVPD def2/J DEFGRID3
* xyz 0 1
C 1.971 0.048 -0.501
O 0.932 -0.831 -0.136
C -0.313 -0.417 -0.486
C -1.400 -1.093 0.054
C -0.606 1.453 0.686
O -0.726 2.585 0.503
H 2.910 -0.449 -0.252
H 1.948 0.264 -1.578
H 1.891 0.994 0.055
H -0.382 0.139 -1.424
H -2.333 -1.070 -0.505
H -1.192 -2.009 0.604
H -1.726 -0.286 1.207
H -1.515 0.534 1.620
*
```

## Properties
Energy (eV): -8368.387
Energy above the lowest of the compared OMol25 structures with the same formula, charge and spin (kcal/mol): 112.9



No. 6
# C5H13NO

C5H13NO in the gas phase (ωB97M-V/def2-TZVPD, the OMol25 dataset).

ORCA input file:
```
! RIJCOSX wB97M-V def2-TZVPD def2/J DEFGRID3
* xyz 0 1
C -1.971 1.029 1.226
N -1.130 0.819 0.026
C -1.758 -0.135 -0.853
C 0.187 0.377 0.455
C 1.238 0.334 -0.656
C 2.342 -0.653 -0.365
O 1.848 -1.894 0.142
H -1.538 0.494 2.069
H -2.047 2.099 1.381
H -2.938 0.555 1.043
H -1.139 -0.397 -1.710
H -2.087 -1.048 -0.383
H -2.639 0.308 -1.323
H 0.064 -0.649 0.825
H 0.510 0.999 1.294
H 0.729 0.069 -1.580
H 1.764 1.275 -0.824
H 3.097 -0.244 0.318
H 2.860 -0.857 -1.292
H 2.607 -2.481 0.208
*
```

## Properties
Energy (eV): -8932.348
Energy above the lowest of the compared OMol25 structures with the same formula, charge and spin (kcal/mol): 38.3
SMILES: CN(C)CCCO



No. 7
# C6H11NOS2

C6H11NOS2 in the gas phase (ωB97M-V/def2-TZVPD, the OMol25 dataset).

ORCA input file:
```
! RIJCOSX wB97M-V def2-TZVPD def2/J DEFGRID3
* xyz 0 1
C 5.073 0.028 0.183
S 3.486 -0.498 -0.486
O 2.589 0.638 0.385
C 1.307 0.846 0.098
N 0.601 0.032 -0.566
C -0.877 0.239 -0.487
C -1.544 -0.904 0.304
C -1.076 1.619 0.151
C -1.656 2.653 -0.725
S 0.569 2.284 0.786
H 5.043 -0.136 1.278
H 5.129 1.185 -0.031
H 5.795 -0.527 -0.299
H -1.186 0.125 -1.502
H -1.752 -0.598 1.315
H -0.874 -1.701 0.386
H -2.451 -1.157 -0.191
H -1.719 1.313 0.931
H -1.144 2.954 -1.674
H -1.956 3.597 -0.126
H -2.623 2.391 -1.126
*
```

## Properties
Energy (eV): -31606.732
Energy above the lowest of the compared OMol25 structures with the same formula, charge and spin (kcal/mol): 11.6
SMILES: CSOC1=N[C@@H](C)[C@H](C)S1



The lowest energy belongs to which entry?
C46H65BCl3CrN13S3Se



Which value of energy does entry 5 give?
-8368.387 eV



Which of these has the lowest energy?
C46H65BCl3CrN13S3Se